The following is a DFT calculation (ωB97M-V with the def2-TZVPD basis set) of a molecular structure, C10H15NO2S at a distorted geometry.

Last column: Löwdin charge in e.
Element x y z (Å)
O1 3.84315 -1.43324 -0.64168  -0.336
O2 2.30326 -2.84674 0.64391  -0.321
N1 1.21665 -1.32273 -1.24022  0.068
C1 0.75851 -0.12611 -0.78491  -0.262
C2 -0.86079 -0.74677 1.47724  0.016
C3 -0.21726 1.38370 2.41234  -0.023
C4 -0.55345 0.43688 -1.25170  -0.058
C5 0.23265 2.59244 -0.13299  -0.147
C6 1.63216 2.03330 0.13546  -0.038
C7 -0.18012 0.62586 1.10315  -0.468
C8 2.22759 -0.27336 1.07885  -0.127
C9 -0.75492 1.40647 -0.10013  -0.234
C10 1.10902 0.55584 0.46257  -0.437
S1 2.49335 -1.61236 -0.07612  0.668
H1 -0.81191 -1.45635 0.63323  0.089
H2 -1.90135 -0.48460 1.74011  0.104
H3 -0.31860 -1.23966 2.27603  0.083
H4 -1.20206 1.83687 2.53216  0.101
H5 0.43979 2.19809 2.54428  0.068
H6 0.02564 0.73516 3.27385  0.101
H7 -1.37201 -0.26257 -1.22114  0.126
H8 -0.43795 0.78836 -2.25373  0.127
H9 0.24431 3.12402 -1.05535  0.101
H10 -0.27001 3.32051 0.52686  0.122
H11 2.16494 2.18964 -0.80029  0.126
H12 2.21421 2.54608 0.92878  0.132
H13 3.12842 0.33886 1.03327  0.106
H14 2.08178 -0.64689 2.11428  0.131
H15 -1.88885 1.68540 -0.01198  0.185

Output
* HOMO: -10.27 eV
* calculated total energy: -27031.609 eV
* energy above the lowest of the compared OMol25 structures with the same formula, charge and spin: 2.143 eV
* HOMO-LUMO gap: 10.4 eV
* strongest force on any atom: 5.984 eV/Å



The following is a DFT calculation (ωB97M-V with the def2-TZVPD basis set) of a single C10H15NO2S2 molecule at a distorted geometry.

Last column: Löwdin charge in e.
Element x y z (Å)
O1 -1.70918 -0.48611 1.00831  0.023
N1 0.48009 2.21442 2.49269  0.038
O2 -1.50042 -2.36202 2.23127  -0.035
S1 -0.57441 -0.12219 3.28425  1.029
S2 1.69590 0.17129 1.21080  0.991
C1 -1.31035 -1.06660 2.00840  -0.818
C2 0.53180 0.91526 2.33848  -0.841
C3 1.21675 3.09620 1.72496  -0.344
C4 1.73656 2.75830 0.48629  -0.031
C5 1.34945 4.51737 2.23519  -0.047
C6 -2.26111 -4.57254 1.42417  -0.069
C7 0.26860 1.25370 -0.87966  -0.095
C8 2.75975 1.07099 -1.12423  -0.102
C9 -2.11046 -3.08561 1.16405  -0.235
C10 1.60932 1.38342 -0.14852  -0.779
H1 2.26233 3.49723 -0.08401  0.103
H2 1.85884 5.12717 1.48436  0.071
H3 0.35776 4.91781 2.45395  0.077
H4 1.94044 4.59576 3.16620  0.083
H5 -2.89733 -4.74329 2.30749  0.083
H6 -2.70329 -5.13108 0.59179  0.085
H7 -1.28609 -4.99160 1.63124  0.072
H8 0.04382 0.24108 -1.18810  0.076
H9 0.22983 1.90311 -1.78024  0.100
H10 -0.55514 1.54320 -0.25767  0.064
H11 3.71637 0.99706 -0.60497  0.076
H12 2.86703 1.92287 -1.80768  0.088
H13 2.56631 0.15142 -1.67398  0.082
H14 -3.10684 -2.67174 0.96371  0.130
H15 -1.53362 -3.00669 0.24120  0.127

Output
* structure (SMILES): CCOC(=O)SC1=NC(C)=CC(C)(C)S1
* HOMO: -8.49 eV
* calculated total energy: -37868.230 eV
* energy above the lowest of the compared OMol25 structures with the same formula, charge and spin: 0.672 eV
* HOMO-LUMO gap: 8.5 eV
* strongest force on any atom: 3.178 eV/Å



The following is a DFT calculation (ωB97M-V with the def2-TZVPD basis set) of a single C10H15NO3 molecule at a distorted geometry.

Last column: Löwdin charge in e.
Element x y z (Å)
C1 0.48561 1.37088 -0.99407  -0.168
C2 1.89081 0.89030 -1.20869  -0.095
C3 1.38238 0.97908 1.16279  -0.046
C4 0.45176 -2.85271 -0.95402  0.020
C5 0.04358 0.87247 0.34776  -0.293
C6 2.39122 0.54260 0.16193  -0.133
C7 -0.03516 -1.56172 -0.61061  -0.262
C8 -0.57182 -0.51455 0.29891  -0.506
C9 -0.53039 -1.08961 1.67826  -0.048
C10 -1.99479 -0.28379 -0.24313  -0.026
N1 3.25711 -0.39731 0.41114  -0.359
O1 3.84528 -0.99211 -0.52757  0.030
O2 3.50643 -0.69368 1.61266  0.024
O3 -0.09369 -1.81702 -1.90548  0.055
H1 0.43950 2.52326 -0.90875  0.146
H2 -0.25897 1.14805 -1.83162  0.139
H3 1.95614 -0.03414 -1.82270  0.135
H4 2.47788 1.71723 -1.47854  0.114
H5 1.44584 2.11996 1.36215  0.176
H6 1.41491 0.20442 1.89334  0.075
H7 1.46057 -3.11935 -0.98794  0.089
H8 -0.19800 -3.73897 -0.82795  0.121
H9 -0.69885 1.62603 0.79307  0.172
H10 -0.64274 -0.32305 2.50012  0.109
H11 0.58804 -1.60615 1.90343  0.161
H12 -1.25194 -1.84838 1.90063  0.073
H13 -1.86444 0.46446 -0.98759  0.050
H14 -2.79666 0.02408 0.50379  0.111
H15 -2.42819 -1.25495 -0.76257  0.134

Output
* HOMO (spin up / spin down): -6.94 / -9.17 eV
* calculated total energy: -18236.946 eV
* energy above the lowest of the compared OMol25 structures with the same formula, charge and spin: 8.985 eV
* HOMO-LUMO gap (spin up / spin down): 5.0 / 9.8 eV
* strongest force on any atom: 5.024 eV/Å



The following is a DFT calculation (ωB97M-V with the def2-TZVPD basis set) of a molecular structure, C10H15NO3 at a distorted geometry.

Last column: Löwdin charge in e.
Element x y z (Å)
C1 4.56867 -0.36444 -0.19280  -0.109
C2 2.20006 -0.18402 0.15115  -0.290
C3 2.12508 1.14474 -0.26777  0.006
C4 0.78644 1.67052 -0.67376  0.041
C5 -0.32420 1.04651 -0.18582  -0.327
C6 -1.95918 2.26535 0.75228  -0.030
C7 -0.16066 -0.37385 0.19364  -0.070
C8 1.05224 -0.99631 0.22321  0.014
C9 -1.39630 -1.32965 0.52888  -0.279
C10 -2.12820 -1.73620 -0.77084  -0.232
H1 4.18800 0.41267 -1.05250  0.095
H2 5.41774 -1.34174 -0.75163  0.170
H3 5.06205 0.12253 0.87090  0.138
H4 3.00751 1.69705 -0.49000  0.072
H5 0.63449 2.67299 -0.90768  0.092
H6 -2.94444 2.56427 0.50411  0.084
H7 -1.30918 3.22093 0.66793  0.128
H8 -1.83541 1.68706 1.61059  0.072
H9 1.14680 -2.12459 0.38028  0.155
H10 -0.79416 -2.17233 1.04847  0.148
H11 -3.26827 -0.61057 1.02731  0.086
H12 -2.46245 -2.90486 -0.94864  0.160
H13 -1.29012 -1.64284 -1.49546  0.102
H14 -2.86711 0.11896 -1.36456  0.112
H15 -3.83376 -1.07364 -1.88174  0.071
N1 -3.27988 -0.84646 -1.04688  -0.028
O1 3.34757 -0.95001 0.38119  -0.180
O2 -1.52889 1.50989 -0.36370  -0.126
O3 -2.37822 -0.75446 1.42774  -0.074

Output
* HOMO: -8.38 eV
* calculated total energy: -18240.675 eV
* energy above the lowest of the compared OMol25 structures with the same formula, charge and spin: 5.256 eV
* HOMO-LUMO gap: 9.2 eV
* strongest force on any atom: 5.601 eV/Å



The following is a DFT calculation (ωB97M-V with the def2-TZVPD basis set) of 2 unconnected molecules or ions with the total composition C10H16 at a distorted geometry.

Last column: Mulliken spin population.
Element x y z (Å)
C1 0.53241 2.14562 -2.82079  -0.003
C2 -0.40300 2.30180 -1.63029  0.039
C3 1.70700 1.21069 -2.52077  0.011
H1 -0.06038 1.73870 -3.64002  -0.006
H2 0.91476 3.12285 -3.11087  -0.002
H3 -0.92575 1.38286 -1.36259  0.018
H4 2.04999 1.27919 -1.49640  0.011
H5 1.45726 0.18608 -2.78063  0.012
H6 -1.18025 3.03836 -1.85317  -0.033
H7 0.16115 2.62291 -0.75107  0.010
H8 2.59491 1.47983 -3.10468  -0.018
C4 -2.52820 -1.55177 2.38707  -0.108
C5 1.07264 -2.39222 1.46142  0.208
C6 -0.26241 -2.53141 1.96822  0.339
C7 1.54300 -1.13535 1.08289  -0.096
C8 -1.14064 -1.44593 1.81098  0.139
C9 0.67949 -0.05118 0.98596  0.219
C10 -0.71200 -0.24024 1.26115  0.296
H9 1.75385 -3.21776 1.39466  -0.061
H10 -0.69677 -3.45414 2.32604  0.052
H11 2.59447 -1.12000 0.81279  -0.041
H12 1.07012 0.93352 0.75702  0.045
H13 -3.22617 -2.02371 1.68657  0.018
H14 -2.95672 -0.60863 2.73329  -0.001
H15 -1.46349 0.53380 1.15255  -0.027
H16 -2.57526 -2.20385 3.25069  -0.025

Output
* spin multiplicity: 2
* net charge: -1
* HOMO (spin up / spin down): 0.98 / -3.61 eV
* calculated total energy: -10628.040 eV
* energy above the lowest of the compared OMol25 structures with the same formula, charge and spin: 0.271 eV
* HOMO-LUMO gap (spin up / spin down): 2.7 / 7.2 eV
* strongest force on any atom: 1.076 eV/Å



The following is a DFT calculation (ωB97M-V with the def2-TZVPD basis set) of 2 unconnected molecules or ions with the total composition C10H16 at a distorted geometry.

Last column: Löwdin charge in e.
Element x y z (Å)
C1 -2.75700 0.44741 1.52302  -0.331
C2 -4.26298 0.66259 1.44274  -0.121
C3 -2.36242 -0.45514 2.69813  -0.127
H1 -2.28961 0.09702 0.60412  0.081
H2 -2.26439 1.39541 1.72736  0.095
H3 -4.54543 1.27970 2.29174  0.073
H4 -2.97364 -1.36496 2.75764  0.073
H5 -4.78292 -0.28270 1.36410  0.065
H6 -4.53142 1.18919 0.52027  0.068
H7 -1.29934 -0.71396 2.60425  0.056
H8 -2.38451 0.09418 3.63542  0.066
C4 2.61129 1.85461 0.01088  -0.050
C5 0.38807 -1.19231 -0.49627  -0.090
C6 0.87710 -1.69636 -1.68450  -0.099
C7 0.92005 0.00014 -0.02759  -0.067
C8 1.99436 0.63552 -0.61993  -0.285
C9 1.88937 -1.00826 -2.35187  -0.097
C10 2.44424 0.13768 -1.84322  -0.059
H9 -0.47240 -1.65923 -0.03348  0.097
H10 0.44489 -2.58485 -2.12437  0.099
H11 0.61705 0.34602 0.95868  0.102
H12 2.22758 -1.46644 -3.28319  0.104
H13 2.17834 2.00015 0.99860  0.071
H14 2.39727 2.74408 -0.58724  0.084
H15 3.21361 0.69575 -2.37395  0.115
H16 3.68461 1.73030 0.11401  0.078

Output
* structure (SMILES): Cc1ccccc1.CCC
* HOMO: -9.06 eV
* calculated total energy: -10629.396 eV
* energy above the lowest of the compared OMol25 structures with the same formula, charge and spin: 0.348 eV
* HOMO-LUMO gap: 10.1 eV
* strongest force on any atom: 1.519 eV/Å